Formula: C18H24I2LaN2O3S3Tb
Source: OMol25
Level of theory: ωB97M-V with the def2-TZVPD basis set

Structure (XYZ):
```
54
C18H24I2LaN2O3S3Tb (ωB97M-V with the def2-TZVPD basis set)
I -0.099 -4.155 -0.853
I -0.061 -3.261 -3.806
Tb 0.537 0.104 -3.155
La 0.472 -0.211 0.571
S 1.879 -1.318 -1.414
S -1.185 -0.948 -1.510
C 2.504 0.143 1.799
C 3.838 -0.853 -1.535
C -2.827 0.216 -1.249
C 4.325 -1.153 -2.946
C 4.167 0.581 -1.159
C 4.375 -1.837 -0.500
C -3.526 0.124 -2.600
C -2.609 1.668 -0.833
C -3.546 -0.559 -0.146
C 2.418 1.723 -3.967
C -0.854 2.252 -3.803
O 3.347 0.210 2.594
O 3.250 2.259 -4.580
O -1.537 3.020 -4.326
H 3.923 -0.441 -3.682
H 3.981 -2.143 -3.256
H 5.433 -1.129 -3.029
H 3.773 1.318 -1.877
H 5.273 0.710 -1.137
H 3.779 0.848 -0.165
H 3.969 -1.594 0.493
H 5.478 -1.848 -0.449
H 4.025 -2.843 -0.753
H -4.574 0.490 -2.572
H -3.535 -0.924 -2.919
H -2.969 0.680 -3.373
H -3.598 2.159 -0.681
H -2.070 2.275 -1.581
H -2.075 1.803 0.126
H -4.586 -0.222 0.035
H -2.985 -0.477 0.795
H -3.557 -1.628 -0.386
N -1.677 -2.743 1.787
C -1.734 -1.664 2.586
N -1.075 -0.517 2.277
C -1.281 0.536 3.205
C -0.634 1.791 3.146
C -0.845 2.667 4.222
C -1.678 2.279 5.274
C -2.319 1.035 5.309
C -2.112 0.153 4.255
S -2.696 -1.520 4.031
H -2.197 -3.551 2.102
H -1.141 -2.834 0.900
H 0.020 2.055 2.298
H -0.368 3.641 4.240
H -1.846 2.946 6.097
H -2.970 0.688 6.100
```

Values from the calculation:
DFT total energy: -3680.025401 Eh
maximum force: 0.190 Eh/bohr
total charge: +4
2S+1: 7
HOMO (alpha / beta): -18.96 / -18.96 eV
HOMO-LUMO gap (alpha / beta): 0.168 / 0.169 Eh

Löwdin population analysis, charges in e, atoms 1 to 2: 0.528 0.432

Formula: C36H33AuN11O2S2
Source: OMol25
Level of theory: ωB97M-V with the def2-TZVPD basis set

Structure (XYZ):
```
85
C36H33AuN11O2S2 (ωB97M-V with the def2-TZVPD basis set)
Au 0.545 -0.806 -0.023
C 12.313 -7.605 1.155
O 10.980 -8.066 1.378
C 9.967 -7.218 1.200
C 10.112 -5.885 0.803
C 8.986 -5.098 0.650
C 7.710 -5.608 0.885
C 7.580 -6.947 1.285
C 8.687 -7.739 1.440
C 6.516 -4.806 0.734
N 5.279 -5.213 0.990
C 4.487 -4.156 0.716
C 5.225 -3.061 0.279
N 6.522 -3.500 0.299
C 4.635 -1.822 -0.070
C 5.305 -0.663 -0.514
C 4.592 0.469 -0.811
C 3.202 0.477 -0.671
N 2.551 -0.601 -0.258
C 3.232 -1.749 0.043
C 2.466 -2.866 0.485
N 1.118 -2.698 0.566
C 0.344 -3.683 0.988
C 0.879 -4.921 1.355
C 2.236 -5.123 1.277
C 3.067 -4.078 0.833
H 12.955 -8.455 1.358
H 12.560 -6.790 1.836
H 12.444 -7.287 0.119
H 11.087 -5.464 0.617
H 9.136 -4.068 0.348
H 6.594 -7.349 1.471
H 8.603 -8.772 1.747
H 7.347 -2.989 0.035
H 6.382 -0.662 -0.620
H 5.085 1.368 -1.151
H 2.619 1.360 -0.887
H -0.717 -3.482 1.044
H 0.214 -5.700 1.699
H 2.687 -6.068 1.553
S -3.872 0.984 -1.951
C -4.017 2.551 -2.526
N -4.961 2.856 -3.470
C -5.138 4.092 -3.981
C -4.344 5.108 -3.549
C -3.386 4.774 -2.582
N -3.221 3.561 -2.093
H -5.547 2.091 -3.778
H -5.920 4.202 -4.720
H -4.450 6.112 -3.928
H -2.725 5.540 -2.190
N -0.631 1.646 1.895
C -0.921 1.964 0.636
S 0.008 1.336 -0.715
N -1.884 2.794 0.344
C -2.661 3.510 1.324
C -2.057 4.442 2.156
C -2.840 5.125 3.076
C -4.206 4.885 3.145
C -4.798 3.962 2.293
C -4.026 3.264 1.376
H 0.246 1.215 2.127
H -1.172 2.054 2.646
H -2.202 2.893 -0.637
H -0.998 4.652 2.073
H -2.384 5.857 3.729
H -4.812 5.426 3.859
H -5.864 3.785 2.343
H -4.467 2.540 0.700
C -4.013 -1.279 0.789
N -3.398 -1.780 -0.449
C -4.148 -2.339 -1.442
C -3.590 -2.739 -2.602
C -2.191 -2.538 -2.755
N -1.457 -2.001 -1.763
C -2.068 -1.631 -0.660
O -1.400 -1.116 0.334
N -1.560 -2.880 -3.870
H -5.075 -1.498 0.752
H -3.865 -0.203 0.850
H -3.567 -1.769 1.651
H -5.205 -2.431 -1.238
H -4.191 -3.179 -3.383
H -2.052 -3.290 -4.646
H -0.571 -2.718 -3.958
```

Values from the calculation:
DFT total energy: -3075.818921 Eh
maximum force: 0.002 Eh/bohr
total charge: +3
2S+1: 1
HOMO: -13.27 eV
HOMO-LUMO gap: 0.157 Eh
ΔE to the lowest compared entry with this formula, charge and spin: 0.00 kcal/mol

Löwdin population analysis, charges in e, atoms 1 to 2: 1.153 -0.041

Formula: C14H39N3O9PY
Source: OMol25
Level of theory: ωB97M-V with the def2-TZVPD basis set

Structure (XYZ):
```
67
C14H39N3O9PY (ωB97M-V with the def2-TZVPD basis set)
Y -1.372 0.085 0.254
P -3.857 -0.570 -0.245
O -2.864 -1.411 0.653
O -2.841 -0.280 -1.411
O -3.505 0.666 0.582
O -5.345 -1.020 -0.414
C 0.116 -4.341 -1.804
C 0.574 -2.925 -1.371
C 1.135 -2.175 -2.543
O 1.996 -1.029 -2.197
C 3.335 -1.331 -2.155
N -0.637 -2.236 -0.885
H -0.298 -4.433 -2.808
H -0.419 -4.969 -1.092
H 1.077 -4.822 -1.983
H 1.294 -3.096 -0.570
H 0.311 -1.829 -3.166
H 1.615 -2.860 -3.242
H 3.780 -0.638 -1.441
H 3.756 -1.007 -3.107
H 3.481 -2.378 -1.889
H -1.183 -2.028 -1.709
H -1.121 -2.995 -0.428
C -0.005 1.673 -3.927
C -0.017 1.728 -2.480
C -1.045 2.749 -1.903
O -1.344 2.523 -0.476
C -2.204 3.584 0.039
N -0.266 0.446 -1.889
H 0.213 2.675 -4.296
H -1.023 1.475 -4.262
H 0.706 0.905 -4.232
H 0.958 1.981 -2.062
H -1.885 2.842 -2.591
H -0.510 3.698 -1.946
H -3.052 3.150 0.570
H -2.467 4.371 -0.668
H -1.735 4.203 0.804
H -0.913 0.028 -2.542
H 0.572 -0.066 -2.127
C 3.056 0.296 1.479
C 1.735 -0.232 1.128
C 1.120 -1.234 2.181
O -0.212 -1.366 1.917
C -0.861 -2.487 2.642
N 0.828 0.882 0.821
H 3.792 -0.498 1.602
H 2.945 0.917 2.368
H 3.469 0.989 0.747
H 1.828 -0.893 0.266
H 1.157 -1.018 3.249
H 1.719 -2.124 1.990
H -1.864 -2.860 2.435
H -1.024 -2.054 3.629
H -0.229 -3.372 2.567
H 1.347 1.599 0.336
H 0.790 1.429 1.669
C 0.036 2.710 3.929
C -1.073 1.622 3.772
O -1.461 1.467 2.384
O 1.119 2.170 3.172
H 0.221 2.876 4.990
H -0.352 3.559 3.366
H -1.893 1.864 4.447
H -0.714 0.694 4.218
H -2.309 1.915 2.338
H 1.818 2.811 3.319
```

Values from the calculation:
DFT total energy: -1778.034740 Eh
maximum force: 0.097 Eh/bohr
2S+1: 1
HOMO: -6.16 eV
HOMO-LUMO gap: 0.219 Eh

Löwdin population analysis, charges in e, atoms 1 to 2: 1.386 0.068

Formula: C23H35N3O3
Source: OMol25
Level of theory: ωB97M-V with the def2-TZVPD basis set

Structure (XYZ):
```
64
C23H35N3O3 (ωB97M-V with the def2-TZVPD basis set)
C 2.879 -2.804 -0.482
C 1.572 -2.074 -0.779
C 0.468 -3.103 -1.034
C 1.212 -1.173 0.413
C 0.051 -0.231 0.104
C -0.217 0.724 1.256
O 0.690 1.081 1.995
N -1.491 1.186 1.389
C -2.605 0.808 0.524
C -3.359 -0.445 0.978
C -3.416 -0.625 2.496
C -3.697 0.652 3.298
C -2.478 1.515 3.680
C -2.970 2.671 4.553
C -1.460 0.696 4.476
C -1.797 2.134 2.451
C 0.399 0.582 -1.146
N 0.646 -0.319 -2.261
C -0.366 -0.513 -3.146
O -1.417 0.119 -3.069
C -0.176 -1.415 -4.318
N 0.493 -2.640 -4.353
C 0.319 -3.066 -5.548
O -0.409 -2.243 -6.335
C -0.738 -1.189 -5.533
C -1.546 -0.116 -6.109
C -1.334 0.283 -7.550
C -2.580 -0.445 -7.156
C 1.785 -1.199 -2.028
H 3.691 -2.097 -0.299
H 2.774 -3.432 0.405
H 3.164 -3.447 -1.318
H -0.478 -2.637 -1.316
H 0.748 -3.776 -1.844
H 0.293 -3.694 -0.132
H 0.975 -1.795 1.282
H 2.076 -0.564 0.693
H -0.846 -0.812 -0.114
H -3.288 1.659 0.532
H -2.277 0.699 -0.509
H -4.372 -0.385 0.570
H -2.908 -1.337 0.535
H -4.191 -1.362 2.718
H -2.481 -1.069 2.842
H -4.423 1.274 2.760
H -4.186 0.371 4.236
H -2.150 3.345 4.807
H -3.741 3.251 4.041
H -3.396 2.294 5.486
H -0.684 1.349 4.879
H -1.947 0.183 5.309
H -0.954 -0.048 3.861
H -0.866 2.608 2.756
H -2.451 2.903 2.028
H -0.390 1.275 -1.423
H 1.316 1.148 -0.956
H 0.670 -3.983 -5.991
H -1.787 0.655 -5.394
H -1.401 1.336 -7.782
H -0.591 -0.267 -8.110
H -2.669 -1.480 -7.452
H -3.510 0.104 -7.113
H 2.662 -0.562 -1.869
H 1.966 -1.821 -2.898
```

Values from the calculation:
DFT total energy: -1287.435009 Eh
maximum force: 0.004 Eh/bohr
SMILES string: CC1(C)C[C@@H](C(=O)N2CCCCC(C)(C)C2)CN(C(=O)c2ncoc2C2CC2)C1
2S+1: 1
HOMO: -8.78 eV
HOMO-LUMO gap: 0.351 Eh
ΔE to the lowest compared entry with this formula, charge and spin: 20.86 kcal/mol

Löwdin population analysis, charges in e, atoms 1 to 2: -0.049 -0.525

Formula: C6H10N2
Source: OMol25
Level of theory: ωB97M-V with the def2-TZVPD basis set

Structure (XYZ):
```
18
C6H10N2 (ωB97M-V with the def2-TZVPD basis set)
C -1.140 1.442 -0.197
C -0.620 -0.051 0.029
C 0.654 -0.837 -0.791
C 0.597 -0.211 1.030
C 1.627 0.738 0.613
C 1.861 0.330 -0.690
H -2.361 1.610 -0.727
H -1.334 1.958 1.096
H -0.121 1.777 -0.945
H -1.551 -1.509 -1.055
H -2.876 -0.698 0.488
H 0.423 -1.456 -1.715
H 0.169 -2.349 0.328
H 0.470 0.004 2.194
H 2.211 1.351 1.192
H 2.672 0.454 -1.469
N -1.710 -0.982 0.186
N 1.029 -1.570 0.433
```

Values from the calculation:
DFT total energy: -343.778404 Eh
maximum force: 0.118 Eh/bohr
2S+1: 1
HOMO: -8.54 eV
HOMO-LUMO gap: 0.334 Eh
ΔE to the lowest compared entry with this formula, charge and spin: 224.84 kcal/mol

Löwdin population analysis, charges in e, atoms 1 to 2: -0.106 -0.588

Formula: C4H10O3
Source: OMol25
Level of theory: ωB97M-V with the def2-TZVPD basis set

Structure (XYZ):
```
17
C4H10O3 (ωB97M-V with the def2-TZVPD basis set)
C -0.180 -2.306 0.402
C 0.535 -1.913 -0.716
C 1.582 -0.958 -0.779
C 2.229 -0.419 0.302
O 1.696 -0.438 1.540
H -1.196 -2.670 0.484
H 0.385 -2.445 1.322
H 0.264 -2.452 -1.620
H 2.091 -1.047 -1.739
H 3.209 0.039 0.162
H 0.779 -0.158 1.342
H -1.408 1.378 0.172
H -0.267 1.639 1.090
O -0.829 0.911 0.773
H -2.829 4.340 -1.206
H -3.440 3.011 -0.717
O -2.618 3.489 -0.812
```

Values from the calculation:
DFT total energy: -383.762237 Eh
maximum force: 0.052 Eh/bohr
total charge: +1
2S+1: 2
HOMO (alpha / beta): -14.23 / -14.51 eV
HOMO-LUMO gap (alpha / beta): 0.323 / 0.270 Eh
ΔE to the lowest compared entry with this formula, charge and spin: 15.48 kcal/mol

Löwdin population analysis, charges in e, atoms 1 to 2: 0.177 -0.039